Entry 1:
Molecular formula: C6H14N2O2
Method: DFT, ωB97M-V/def2-TZVPD

Cartesian coordinates (Å):
H -1.941 -1.380 0.932
H 1.946 -0.019 2.245
O -1.541 -0.204 -1.270
O 3.324 -1.068 -0.247
C 1.503 -2.097 -1.441
H -1.809 2.850 -1.248
H 1.983 -2.044 -2.421
C 2.139 -1.167 -0.461
H -0.634 1.971 -2.141
C -2.339 -0.449 1.327
H 1.587 -3.157 -1.230
N -1.596 0.687 0.785
H -0.170 2.583 -0.646
H -2.291 -0.483 2.415
H 0.488 -1.800 -1.661
H 0.959 1.216 1.533
C 1.732 0.494 1.301
H 0.231 -0.540 0.206
N 1.245 -0.436 0.340
H -3.403 -0.404 1.086
H 2.601 1.030 0.921
C -1.398 0.791 -0.566
H -1.603 1.506 1.372
C -1.015 2.121 -1.130

Values from the calculation:
Energy relative to the best compared isomer or geometry (same formula, charge and spin), eV: 0.872
HOMO (alpha / beta), eV: -13.85 / -13.83
Multiplicity: 2
Total charge: +1
Calculated total energy, hartree: -496.69972

Results of the natural (NBO) charge analysis, in e, for atoms 1 through 6:
1. H 0.213
2. H 0.297
3. O -0.621
4. O -0.352
5. C -0.757
6. H 0.270

---

Entry 2:
Molecular formula: C32H37ClInN2Si2
Method: DFT, ωB97M-V/def2-TZVPD

Cartesian coordinates (Å):
H -0.243 2.478 0.862
C -3.090 2.249 -6.151
C -2.853 1.282 -3.939
Cl -0.669 -1.500 -1.026
H 4.671 -4.317 -0.627
C -0.508 0.457 1.575
Si 0.458 -0.311 0.214
H -3.605 -1.320 -2.978
C 3.139 -2.282 4.236
H 4.671 -5.684 1.229
H -0.416 3.634 -4.505
C -1.712 0.211 3.662
C 2.819 2.930 -2.113
H -1.121 -1.453 2.414
H 0.273 0.726 -2.627
C -6.379 2.376 0.200
C 4.394 -2.139 3.578
H 1.178 -4.257 1.283
C -4.760 0.988 -1.640
H 2.457 -6.017 1.807
C 2.469 -1.024 4.189
C 1.736 2.306 -2.734
C 1.061 1.261 -2.101
H -5.752 4.170 -0.845
H -4.339 2.934 -2.486
C -4.882 2.384 -1.712
H -1.298 3.495 2.884
C -5.561 0.278 -0.723
C -1.235 2.414 2.792
C 3.235 2.491 -0.850
H 5.186 -2.869 3.582
C 2.882 -5.072 2.177
C -3.523 1.348 -5.171
H 5.383 -0.350 2.685
H -2.254 2.049 4.672
C -5.679 3.079 -0.784
H -3.638 2.332 -7.093
H 1.546 -0.766 4.708
C 1.409 0.898 -0.793
H -2.276 0.213 -1.652
H 4.109 2.938 -0.379
H -1.616 3.757 -6.695
H 3.334 3.752 -2.608
C -1.116 -0.366 2.543
H 4.796 -4.119 2.019
H 2.838 -3.127 4.843
H -6.964 2.917 0.951
H -6.974 0.420 0.914
C -1.735 2.105 -3.706
C 2.531 1.489 -0.184
H 2.860 1.159 0.809
C -1.770 1.602 3.802
H -2.148 -0.429 4.435
H -5.536 -0.816 -0.734
H 3.592 -2.156 -0.688
H 3.112 -5.214 3.243
H 2.928 -4.459 -0.404
H 1.215 -4.075 2.885
In 2.050 -1.800 1.571
C -0.623 1.849 1.666
C 4.500 -0.802 3.125
C -6.357 0.967 0.196
C -1.964 3.059 -5.924
H 1.429 2.629 -3.728
C 4.138 -4.737 1.395
N 3.753 -2.607 0.212
C -1.284 2.988 -4.698
H -4.393 0.708 -5.342
H 3.152 0.970 3.413
N 1.809 -4.029 2.056
Si -3.419 0.139 -2.590
H 4.628 -2.208 0.567
C 3.326 -0.105 3.506
H -1.227 2.067 -2.734
C 3.852 -4.085 0.062

Values from the calculation:
Energy relative to the best compared isomer or geometry (same formula, charge and spin), eV: 0.113
HOMO, eV: -10.47
Total charge: +1
Calculated total energy, hartree: -2580.20883

Results of the Löwdin charge analysis, in e, for atoms 1 through 6:
1. H 0.109
2. C -0.077
3. C -0.350
4. Cl 0.359
5. H 0.128
6. C -0.357

---

Entry 3:
Molecular formula: C5H13N
Method: DFT, ωB97M-V/def2-TZVPD

Cartesian coordinates (Å):
H 5.442 -0.608 -0.961
H -3.991 0.915 -1.937
H 2.428 1.328 1.116
C -2.783 -0.574 0.038
H -4.963 -0.575 0.013
C 2.800 0.380 0.750
H 4.684 1.238 0.561
H -4.379 2.115 -0.813
H -4.202 0.698 0.982
C 4.088 0.335 0.449
H -2.088 -0.075 -0.635
H -2.875 -1.618 -0.240
C 4.831 -0.829 -0.095
H 4.156 -1.629 -0.398
C -4.151 0.152 0.036
N -4.280 1.141 -1.007
H -2.340 -0.621 1.039
H 5.502 -1.346 0.597
H 2.121 -0.425 0.506

Values from the calculation:
Energy relative to the best compared isomer or geometry (same formula, charge and spin), eV: 1.583
HOMO, eV: -8.63
SMILES: C=CC.CCN
Calculated total energy, hartree: -253.00491

Results of the natural (NBO) charge analysis, in e, for atoms 1 through 6:
1. H 0.217
2. H 0.366
3. H 0.199
4. C -0.629
5. H 0.171
6. C -0.407

---

Entry 4:
Molecular formula: C2H10N2P
Method: DFT, ωB97M-V/def2-TZVPD

Cartesian coordinates (Å):
H -3.229 0.188 -0.024
N 1.431 -0.190 -0.412
H -2.085 0.009 -2.189
C -2.224 -0.067 -0.102
H 3.580 1.385 -0.714
H 2.020 1.586 0.936
H 1.677 -0.997 -0.980
H -0.618 0.293 1.232
N -1.671 -0.274 -1.311
H -0.586 -0.382 -1.304
H 3.502 -0.030 0.966
C -1.417 -0.459 1.024
P 2.637 0.680 0.117
H -1.001 -1.442 0.817
H -2.015 -0.300 1.945

Values from the calculation:
Energy relative to the best compared isomer or geometry (same formula, charge and spin), eV: 2.657
HOMO, eV: -12.91
Total charge: +1
Calculated total energy, hartree: -532.74454

Results of the natural (NBO) charge analysis, in e, for atoms 1 through 6:
1. H 0.226
2. N -1.386
3. H 0.435
4. C 0.354
5. H -0.030
6. H -0.027

---

Entry 5:
Molecular formula: C47H37BrN4O6P2V
Method: DFT, ωB97M-V/def2-TZVPD

Cartesian coordinates (Å):
H 0.402 -3.654 4.149
C 1.947 4.633 4.087
H -4.441 0.149 -4.222
C 0.854 -3.093 3.341
N -0.967 -3.329 -1.620
C 6.941 -2.524 -0.894
H -6.014 0.351 -2.559
N -3.536 0.454 -0.290
H -0.954 -0.540 4.847
H -0.201 -0.285 2.491
C -3.108 0.119 -2.552
C 2.561 -1.598 2.551
C 4.424 -1.463 -0.405
C -5.632 0.422 0.785
H 3.843 3.329 1.614
C -2.423 -0.362 -4.780
H 1.262 6.169 -2.065
V -1.558 0.704 -0.176
C 4.653 -2.209 -1.557
C 0.315 -3.155 2.065
O -8.363 0.335 0.543
C -6.251 0.442 -0.462
H 4.029 4.784 3.579
O -1.657 2.416 -1.230
C 0.598 3.265 2.641
H -1.916 4.282 -0.452
O -8.223 0.498 -1.722
H 0.711 -3.498 -2.795
C 2.029 -1.665 1.264
C -0.242 -5.412 -2.545
N -2.090 0.073 1.765
O 0.286 1.115 0.517
H -0.158 4.311 4.348
H 6.090 -3.317 -2.695
C -1.895 3.204 -0.257
H -0.335 -0.863 -4.973
P 2.765 -0.825 -0.154
H 7.522 -1.607 0.958
C 1.589 3.086 -3.440
H 1.774 1.250 -2.340
O -2.082 2.721 0.872
H 1.380 4.832 0.004
C -7.802 0.432 -0.558
C -0.887 -0.422 -2.959
C -1.671 -0.314 4.071
C -1.243 -0.187 2.763
H -3.042 -5.796 -0.678
C 1.370 5.094 -2.124
H 3.451 -1.014 2.758
H 3.843 -2.363 -2.259
O 1.914 -0.929 -1.368
H -3.381 -0.227 5.367
H 0.099 -0.579 -2.540
H 1.388 5.055 -4.264
C -1.140 -0.578 -4.310
C 1.442 4.466 -3.358
C -4.255 0.428 0.840
H 7.923 -2.936 -1.086
H 0.482 -2.490 0.028
C 3.032 0.888 0.405
H -6.285 0.367 1.648
C 5.463 -1.246 0.500
H -4.954 0.278 3.507
N -1.849 -0.081 -2.099
Br -3.170 -2.932 -0.017
H 1.651 2.604 -4.406
H 2.400 -2.262 4.580
C -2.198 -5.337 -1.171
C -4.105 0.382 -1.493
C 1.577 2.959 -1.042
H -0.563 -3.759 1.875
C 6.718 -1.776 0.255
C -3.426 -0.012 -3.889
H -1.443 -7.132 -2.062
H 2.034 5.276 4.953
C -3.405 0.237 2.034
C -1.307 -6.066 -1.939
C 3.070 4.356 3.318
H -0.363 2.848 2.371
C 5.912 -2.739 -1.798
C 1.657 2.328 -2.285
P 1.559 1.945 0.424
C -0.113 -4.049 -2.354
H 0.475 -5.946 -3.152
C 1.724 2.981 1.872
C 1.439 4.342 -0.960
H 3.393 0.839 1.436
C -5.479 0.399 -1.619
C 0.716 4.090 3.750
H 3.809 1.354 -0.204
C 0.897 -2.440 1.027
H -2.649 -0.470 -5.833
C -1.966 -3.973 -1.062
C 2.962 3.531 2.212
C -3.017 -0.142 4.353
H 5.307 -0.662 1.399
C 1.974 -2.308 3.587
C -3.898 0.140 3.321

Values from the calculation:
Energy relative to the best compared isomer or geometry (same formula, charge and spin), eV: 0.098
HOMO (alpha / beta), eV: -9.64 / -9.64
Multiplicity: 3
Total charge: +1
Calculated total energy, hartree: -6684.47980

Results of the Löwdin charge analysis, in e, for atoms 1 through 6:
1. H 0.114
2. C -0.056
3. H 0.128
4. C -0.070
5. N 0.027
6. C -0.063

---

Entry 6:
Molecular formula: C18H43CdNO22P4
Method: DFT, ωB97M-V/def2-TZVPD

Cartesian coordinates (Å):
H -6.393 -4.505 0.931
P 5.464 -0.282 -2.868
C 7.415 0.764 -4.248
O 6.222 0.192 -1.557
H 0.251 4.114 -7.848
H -4.731 0.659 -7.324
H 3.981 -6.429 2.920
H 7.784 0.297 -5.162
H 0.657 4.833 9.843
O -3.262 2.170 -6.978
C -0.171 4.816 8.059
H 7.950 0.123 -3.548
P -5.805 -1.173 0.270
H -0.445 -3.785 5.100
C -5.636 -3.777 0.639
O -0.853 2.374 -7.305
H 1.566 5.260 6.795
N -0.267 -5.257 -3.970
H -2.813 4.575 -7.500
H -3.763 4.909 -6.095
H -5.977 0.709 -1.586
C -2.734 4.867 -6.453
H -2.613 2.681 7.177
H -7.130 0.130 -2.796
C 0.044 4.072 5.757
O 0.256 5.434 9.210
O 1.563 -3.609 4.607
H -3.360 0.443 -8.456
H 0.554 4.190 4.812
H 5.463 -3.425 -2.245
P -1.911 2.345 -6.156
C 0.268 -3.070 4.690
O -0.472 -6.425 -3.592
C -6.880 0.118 -1.736
H 3.655 -3.241 5.787
H 0.902 3.132 0.392
H 5.461 0.980 0.164
O -6.663 -0.131 1.141
H -3.273 0.028 -6.733
H 1.097 2.573 -7.557
O 0.327 2.462 -0.027
O -1.537 2.533 4.808
C 5.817 1.303 -0.814
C -3.653 0.753 -7.453
C 0.228 3.176 -7.293
H 7.252 -3.317 -2.398
C -1.104 3.371 5.836
H 6.785 1.755 -0.594
H -6.800 0.634 2.940
H -5.548 -3.933 -0.436
H -0.091 -2.889 3.677
O 3.557 -2.067 4.094
C 3.220 -5.665 3.083
O -1.999 3.940 -5.646
C 4.155 -2.347 5.413
H -6.302 -1.022 2.897
H 7.681 1.821 -4.226
H -1.843 3.961 9.138
H 2.567 -5.742 2.214
C -1.687 3.233 7.104
O 3.660 -4.405 3.242
C 6.325 -2.758 -2.267
O 6.035 0.612 -4.057
H -4.691 -3.694 1.175
H -1.085 2.777 3.997
O -4.330 -1.027 0.149
H 5.177 2.045 -1.291
P 2.536 -3.236 3.402
O 0.181 -5.037 -5.132
C -7.013 -0.321 2.459
Cd -0.217 -0.614 -1.371
H 0.421 3.513 -6.275
H 2.486 -5.944 3.839
H -7.981 -0.663 2.826
H 5.243 -2.402 5.376
H -2.072 5.727 -6.353
H 6.395 -2.344 -1.261
O 1.897 -2.758 2.130
H -7.707 0.597 -1.210
C -1.280 3.945 8.216
O 4.003 -0.388 -2.716
O 6.118 -1.716 -3.264
O -6.621 -1.136 -1.139
H 3.807 -1.557 6.079
C 0.597 4.786 6.841
H 0.140 -2.147 5.255
O -0.445 -4.303 -3.238
O -6.376 -2.571 0.793
O -1.628 1.379 -5.097

Values from the calculation:
Energy relative to the best compared isomer or geometry (same formula, charge and spin), eV: 11.807
HOMO, eV: -7.61
Calculated total energy, hartree: -3954.66117

Results of the Löwdin charge analysis, in e, for atoms 1 through 6:
1. H 0.095
2. P 0.391
3. C -0.117
4. O -0.232
5. H 0.095
6. H 0.080

---

Entry 7:
Molecular formula: C53H50N3OP2PdSSe
Method: DFT, ωB97M-V/def2-TZVPD

Cartesian coordinates (Å):
C -3.634 3.244 -0.923
C 0.657 -3.844 1.363
C -1.434 4.876 -1.385
C -5.299 -1.331 -0.567
C 2.030 -4.063 -0.784
H -1.928 1.258 -4.683
H 1.163 0.155 -5.564
C 0.512 -4.073 2.748
H 1.482 -4.774 4.514
H -0.537 -3.517 4.534
H 4.687 -1.363 0.936
C -0.755 -3.785 3.498
C -4.317 0.355 5.852
H -4.533 1.119 6.587
H 4.689 -5.932 2.972
H -0.328 1.384 -2.115
H 3.083 -1.980 -3.169
Pd -0.410 -0.654 0.809
H 1.310 1.480 -2.747
H 1.465 3.658 -3.642
C 2.791 -0.104 -4.164
C -4.383 -0.515 0.083
C -3.119 -0.386 3.905
C 3.268 1.560 -0.021
H 3.502 2.572 -0.320
P -2.103 1.150 0.145
C 4.553 1.520 -3.861
H 6.216 0.897 -2.653
C 1.762 0.002 4.199
H -3.525 1.638 1.999
H 3.580 -6.291 4.297
H 1.443 -1.518 -5.085
H -1.364 5.070 -6.531
H 3.814 -5.019 0.951
C 0.129 4.495 -5.097
H 1.600 -3.143 -1.178
H -2.842 6.285 -2.173
C 1.461 -0.487 -4.732
C -0.062 1.930 3.356
C -1.765 3.142 -5.681
H 0.709 5.401 -5.217
C 4.723 -0.637 -2.823
H -2.586 0.498 -2.607
C -4.954 -0.879 5.922
C -4.675 -1.865 4.988
N -2.593 1.311 1.772
H -5.670 -1.070 6.711
S 0.101 -0.424 -3.500
O 0.566 -1.159 -2.297
P -1.952 -0.048 2.572
H 3.080 1.650 4.588
H 4.394 -4.734 4.232
H 1.535 -4.884 -1.308
C -3.398 0.604 4.848
N 6.753 1.344 0.118
H -5.171 -2.826 5.046
C -1.261 3.625 -0.815
H -0.576 5.509 -1.576
C 1.191 2.308 3.815
C 1.586 -4.607 3.446
C -4.255 -0.833 -2.672
C -3.807 4.498 -1.485
C 3.330 1.157 -4.409
H 2.283 -1.970 0.992
C 3.930 -0.636 0.675
Se -0.770 -3.081 0.324
C -3.341 -0.019 -2.026
C 0.552 3.516 -4.212
H -1.403 -4.664 3.511
H -2.886 1.558 4.803
H 1.137 1.790 -0.180
C 4.273 0.654 0.293
C 0.266 1.331 -3.030
C -0.180 2.342 -4.044
C -1.342 2.163 -4.789
C 2.894 -4.740 1.455
C 1.855 -4.201 0.702
H -4.204 -0.955 -3.747
C -1.034 4.310 -5.834
C 3.495 -0.997 -3.359
H -5.948 -2.132 -2.446
H -0.766 2.675 3.004
C -3.396 0.146 -0.643
H 1.458 3.357 3.849
C 0.514 -0.383 3.735
H -3.541 -2.389 3.243
H -4.800 4.838 -1.751
H -0.265 3.285 -0.555
C -3.758 -1.621 3.976
H 2.466 -0.752 4.526
H 3.090 -4.101 -1.048
H 2.795 1.852 -5.047
H -6.064 -1.840 0.005
C -0.403 0.582 3.303
C 2.785 -4.943 2.824
H -4.491 2.598 -0.769
C 1.959 1.127 0.050
C 5.648 1.043 0.206
C -2.706 5.311 -1.721
C 2.590 -0.981 0.701
H 0.257 -1.436 3.701
H 5.277 -1.347 -2.220
C 3.924 -5.508 3.621
C -2.357 2.798 -0.579
H -2.669 2.989 -6.256
H -4.449 -0.402 1.157
H -1.319 -2.973 3.047
C 2.104 1.347 4.231
C -5.236 -1.493 -1.942
N 1.623 -0.118 0.382
C 5.254 0.623 -3.067
H 4.970 2.497 -4.072

Values from the calculation:
Energy relative to the best compared isomer or geometry (same formula, charge and spin), eV: 0.000
HOMO (alpha / beta), eV: -9.87 / -9.90
Total charge: +1
Calculated total energy, hartree: -5899.19015

Results of the Löwdin charge analysis, in e, for atoms 1 through 6:
1. C -0.078
2. C -0.533
3. C -0.071
4. C -0.065
5. C -0.086
6. H 0.094

---

Entry 8:
Molecular formula: C7H35NO10
Method: DFT, ωB97M-V/def2-TZVPD

Cartesian coordinates (Å):
H 3.026 0.181 -2.159
H 2.625 -3.092 -0.498
H -2.583 1.437 -0.975
O -0.051 -2.282 -2.253
H 0.862 -0.343 -0.292
H 0.469 -3.839 1.882
H 2.408 -1.177 -2.010
O -2.335 1.889 -1.784
H -1.439 3.113 -0.332
C 0.704 1.815 0.123
H -1.370 2.094 2.213
H -2.026 -3.043 3.128
H -2.334 -3.812 1.422
H -0.755 3.407 2.270
O 2.345 -0.365 -2.572
H -0.819 -2.511 0.464
H -1.586 1.062 0.877
O -1.800 -0.338 -3.341
H -0.191 -0.334 2.434
O -1.646 3.747 0.361
O -0.579 2.506 2.583
O 2.201 -2.232 -0.645
H 3.527 -0.623 1.952
H -2.499 4.142 0.149
H 1.328 0.103 -3.888
H -0.215 0.520 -1.350
N 0.393 -2.852 2.076
C 0.780 2.770 -0.790
H -2.102 1.210 -2.445
H 0.984 1.889 1.180
H -2.553 -0.788 -3.747
H 1.259 3.743 -0.641
C -0.920 -0.752 1.739
H 2.729 0.379 1.215
H 0.808 1.656 3.240
H -1.860 -0.572 2.258
H 0.610 1.475 -4.156
H 0.418 -2.753 3.087
H 0.319 -1.644 -2.861
O 3.305 -0.394 1.040
C -2.172 -2.876 2.037
C 0.116 0.488 -0.287
O 1.735 1.343 3.320
H -1.851 -0.438 -0.131
O 0.984 0.701 -4.579
C -1.116 0.121 0.479
H 2.578 -1.621 0.032
H -1.098 -0.592 -3.953
C -0.840 -2.261 1.540
H 2.194 1.700 4.082
H -3.006 -2.265 1.771
H 0.577 2.545 -1.834
H 0.464 -2.237 -1.430

Values from the calculation:
Energy relative to the best compared isomer or geometry (same formula, charge and spin), eV: 0.036
HOMO, eV: -9.32
SMILES: C=CCCC[C@H](C)N.O.O.O.O.O.O.O.O.O.O
Calculated total energy, hartree: -1094.82266

Results of the natural (NBO) charge analysis, in e, for atoms 1 through 6:
1. H 0.485
2. H 0.492
3. H 0.469
4. O -0.963
5. H 0.220
6. H 0.356